Entry 1:
A structure of composition C32H48P2Tl at a distorted geometry, computed with wB97M-V/def2-TZVPD.

Summary:
- energy above the lowest of the compared OMol25 structures with the same formula, charge and spin (eV) = 0.000
- electronic energy (Eh) = -2102.85234
- LUMO level (alpha / beta) (eV) = -5.86 / -5.84

```
! RIJCOSX wB97M-V def2-TZVPD def2/J DEFGRID3
* xyz 1 1
Tl -2.828 0.654 -0.239
C -0.613 -2.255 -2.675
H -1.289 4.240 -9.092
C 2.208 -1.909 -2.054
H -2.810 3.312 -9.266
H -2.718 0.687 -9.611
C -2.945 -2.886 3.461
C -0.588 -2.626 -1.219
H 3.294 -1.955 -2.240
C 0.658 1.991 -9.223
C -3.519 -4.240 5.855
H 1.430 3.259 -0.480
C -0.409 0.882 2.316
H -1.607 -2.556 -3.054
C 0.619 -1.356 3.042
C -4.096 -2.570 4.210
C -1.629 0.561 -9.500
H 2.485 -2.487 0.036
H 0.116 -2.830 -3.273
H 0.479 -1.189 4.125
H -1.387 1.116 4.200
H -2.636 -2.693 -7.405
C -1.276 -0.791 -8.884
H -1.175 0.673 -10.498
H 3.809 0.415 1.959
H 1.027 -1.436 -7.183
H 3.081 -1.168 1.694
H -1.446 -0.265 -2.616
C 0.467 -2.987 -0.474
C 0.627 0.027 -2.344
C 0.642 -0.074 2.301
C -1.619 0.820 3.155
H 0.243 -2.170 -5.759
H 2.813 2.110 -0.446
H -4.755 -1.786 3.820
C -0.059 1.939 1.435
C 1.259 1.693 0.969
H -0.884 3.817 2.020
H 2.624 3.338 0.816
C -2.347 -4.539 5.143
H -0.092 -2.808 -7.403
H 2.320 -3.831 -1.136
C 2.067 2.639 0.167
H 0.523 1.968 -10.313
C -2.872 -1.355 1.275
H -0.510 -0.588 -4.067
H -1.149 -4.128 3.375
C 1.920 -2.836 -0.851
C -1.725 3.287 -9.413
H -3.770 -4.796 6.774
H -1.502 3.129 -10.476
H 2.604 0.190 -1.608
C 0.106 -1.905 -6.813
H 1.543 -1.929 2.882
H -0.548 3.669 0.271
H -3.635 -1.237 -7.107
H -2.413 1.500 2.785
H 1.755 -2.348 -2.945
P -1.001 1.938 -8.384
H 1.149 2.932 -8.948
P -1.279 -0.700 -7.002
H 1.279 1.143 -8.913
C -0.900 3.127 1.159
C -0.505 -0.728 -2.967
H 0.305 -3.431 0.532
H -1.668 -5.311 5.538
H -1.998 -1.561 -9.194
C 1.805 -0.477 -1.951
C -2.744 -1.793 -6.787
H 3.395 -0.062 0.310
H -2.026 -0.203 3.157
C -2.804 -2.116 2.269
C 1.695 0.452 1.509
C -2.051 -3.880 3.944
H -2.848 -2.067 -5.730
C -4.381 -3.234 5.393
H -1.959 2.865 0.993
H -0.278 -1.124 -9.210
H -0.250 -1.948 2.721
H -1.592 -2.581 -0.759
H 0.492 1.117 -2.341
C 3.055 -0.122 1.356
H -5.294 -2.965 5.943
*
```

=====

Entry 2:
A structure of composition C32H49BCaN12O4SSeSi, computed with wB97M-V/def2-TZVPD.

Summary:
- energy above the lowest of the compared OMol25 structures with the same formula, charge and spin (eV) = 1.003
- electronic energy (Eh) = -5998.69763
- <S²> = 0.754
- LUMO level (alpha / beta) (eV) = 2.22 / 2.22

```
! RIJCOSX wB97M-V def2-TZVPD def2/J DEFGRID3
* xyz -1 2
H 4.824 1.159 -6.051
C -0.509 -4.533 -4.130
C -5.895 5.825 -0.213
H 4.299 -0.524 -6.086
H -1.590 -3.011 2.145
C -2.347 -2.622 -3.449
H 0.923 -3.406 -2.978
H 1.832 -4.906 2.667
H 0.125 -4.697 2.278
H 6.360 0.133 -2.375
C -1.197 4.048 3.449
C -0.269 1.931 -2.078
H 5.356 2.381 -1.705
H -5.427 6.690 0.260
H 3.108 -2.244 4.495
N -1.865 2.768 1.778
H -3.240 3.286 -2.050
H 2.406 -2.690 6.047
H 1.863 2.836 3.208
N -0.674 1.777 -0.828
H 7.025 2.219 -1.128
C -2.296 2.789 -1.934
C 4.332 0.353 -4.110
H -2.128 -3.533 0.547
H 4.443 -0.424 -0.234
C -1.272 2.565 -2.829
C 5.989 0.335 -1.371
C -2.767 -3.655 -4.279
C -5.362 4.551 0.358
H -5.689 5.878 -1.281
H -3.955 -1.258 -3.053
H 5.914 -0.124 -5.497
C 4.021 -1.006 -2.075
Si 0.867 -3.251 4.192
H 3.106 -3.944 5.018
N -2.991 -1.514 -2.937
H -2.109 -5.437 -5.245
C 2.533 -3.015 5.011
N -4.246 4.016 -0.106
H -6.971 5.899 -0.059
O 3.287 0.259 3.738
C -1.826 -4.613 -4.603
H -3.088 4.409 2.323
O 1.943 -1.135 1.875
H 0.298 -5.338 5.451
Se 3.191 -0.063 2.160
C -4.102 -0.026 0.549
H 0.200 -5.295 -4.424
H 1.449 2.038 -3.336
H 1.171 3.419 4.736
C -1.036 -2.540 -2.948
C -5.885 3.775 1.412
H -0.667 -2.562 0.714
N -1.915 2.315 -0.731
H 1.071 1.714 4.277
H 6.632 -0.206 -0.670
N -1.971 -0.264 1.066
O 2.610 1.256 1.311
C -2.189 3.849 2.515
C -2.500 -1.478 0.948
N -0.915 -1.418 -2.126
H 3.298 0.718 -4.141
H -1.242 2.840 -3.869
C -4.997 2.737 1.543
H -4.971 1.922 2.245
C 6.014 1.819 -1.040
C 4.876 0.209 -5.520
C 1.036 -4.165 2.558
C 0.038 -1.595 4.112
H 5.664 1.975 -0.019
H -4.556 -2.183 0.464
H 1.792 1.494 -1.690
N 4.394 -0.936 -3.415
H 1.009 0.392 -2.820
Ca 0.481 0.445 1.019
H -0.769 -1.270 3.468
C -1.675 -2.711 1.101
H -2.349 0.057 -1.648
H -1.144 4.823 4.193
N -2.959 0.635 0.829
H -3.780 -3.711 -4.656
H 3.865 -1.637 -3.918
H 4.910 1.091 -3.561
B -2.676 2.161 0.611
C -0.180 -4.365 5.317
H -5.002 0.505 0.298
H -6.778 3.951 1.987
S 2.829 -2.088 -1.595
C 1.026 2.737 3.899
C -2.081 -0.851 -2.164
N 4.649 -0.208 -1.217
N -4.030 2.886 0.608
H 0.428 -0.809 4.753
N -0.687 2.266 2.206
H 1.332 -3.486 1.762
C -3.861 -1.378 0.624
O 4.594 -0.513 1.484
C -0.269 3.020 3.213
H -0.317 -3.917 6.302
C 1.070 1.437 -2.509
H -1.169 -4.536 4.887
C -0.095 -3.502 -3.308
*
```

=====

Entry 3:
A cluster of 6 separate species, C32H49BrFO14P in total at a distorted geometry, computed with wB97M-V/def2-TZVPD.

Summary:
- structure (SMILES) = C=CC[C@@]1([C@@H](Br)CC)[C@H](F)C(=O)O[C@]1(OCC)[PH2]=O.O=C1CCCO1.O=C1CCCO1.O=C1CCCO1.O=C1CCCO1.O=C1CCCO1
- electronic energy (Eh) = -5317.26916
- LUMO level (eV) = 0.64

```
! RIJCOSX wB97M-V def2-TZVPD def2/J DEFGRID3
* xyz 0 1
O -0.736 -2.394 -2.625
O -1.369 5.863 -1.734
C 3.021 -0.385 5.301
O 2.757 -1.532 5.095
C -4.465 -5.267 3.761
C 2.820 1.968 5.468
H 4.449 5.102 -1.823
C -0.919 -3.698 -2.302
H -2.514 -1.591 3.356
C 0.531 -2.222 -3.286
H 2.632 2.283 4.440
H -0.658 7.082 -4.229
H 4.008 3.106 -2.781
P 1.198 3.226 -1.270
C -3.204 -1.305 2.565
H -3.979 -2.833 -0.262
C -1.654 6.701 -3.999
C -5.219 -5.939 4.891
H 3.026 -0.684 -2.768
H -1.662 2.263 -0.812
H -1.491 1.777 -2.469
H 0.359 -2.198 -4.365
C 3.478 0.312 -2.771
O -3.623 -4.423 3.857
O 4.269 0.137 5.190
C 1.857 -0.773 1.718
H 3.661 -0.920 -0.590
C 1.367 -3.419 -2.862
H 0.009 3.636 -1.902
H 0.061 0.835 -0.139
H -4.541 -6.220 5.693
O 1.979 1.946 -3.339
H 4.615 1.558 6.645
H -1.967 6.266 -6.139
H 2.313 -1.723 1.978
C -2.468 -0.647 1.416
C 2.993 0.972 -1.452
O -4.911 -5.732 2.566
H -5.926 -7.456 2.039
O -1.608 4.415 -3.439
C 4.637 2.926 -1.911
H 4.687 4.339 -0.260
O -1.609 0.189 1.488
H 6.059 4.473 -1.421
O 0.648 0.618 -2.175
C 2.050 0.685 5.760
C -0.343 0.584 -1.114
C -1.702 4.499 -4.872
H -6.760 -7.497 4.644
C -3.837 -2.517 1.892
H 3.581 2.574 -0.091
C 4.011 1.965 -0.880
O 1.016 3.199 0.195
C 4.264 1.511 5.611
H -5.982 -5.253 5.263
H -0.706 4.342 -5.293
H 1.860 0.553 6.826
C 0.308 -4.503 -2.689
C -2.239 5.893 -5.153
C -5.994 -6.655 2.771
H -2.363 3.715 -5.235
H -4.759 -2.848 2.357
H 1.952 -0.838 -0.915
H 4.945 2.081 4.982
H -3.328 5.891 -5.084
H -2.507 0.794 -1.336
H 5.544 2.456 -2.275
H -5.119 -7.983 4.220
H 0.879 -0.512 2.115
H 2.150 -3.671 -3.576
H 2.250 4.106 -1.606
C -4.028 -2.027 0.466
H -3.138 -3.346 1.907
Br 5.531 1.058 0.007
H 0.103 -5.029 -3.623
F 4.808 0.128 -2.922
H 1.843 -3.216 -1.899
H -0.664 -0.451 -1.047
C 2.802 1.051 -3.939
C 4.994 4.318 -1.305
O -1.930 -4.117 -1.816
H -4.968 -1.485 0.332
C -5.828 -7.153 4.198
C 1.641 1.549 -1.981
C 2.432 0.113 0.887
O -2.940 -1.113 0.235
C -1.536 5.661 -2.902
O 2.915 0.912 -5.060
H -3.951 -0.607 2.948
H 1.121 0.630 5.199
C 2.789 -0.259 -0.539
H -2.307 7.513 -3.692
H 2.565 2.798 6.125
H 2.674 1.097 1.279
H 0.974 -1.278 -2.978
H -6.936 -6.122 2.624
C -1.611 1.386 -1.458
H 0.567 -5.211 -1.906
*
```

=====

Entry 4:
A cluster of 5 separate species, C32H49ClF12INO13P in total at a distorted geometry, computed with wB97M-V/def2-TZVPD.

Summary:
- electronic energy (Eh) = -4579.19426
- LUMO level (eV) = -3.90

```
! RIJCOSX wB97M-V def2-TZVPD def2/J DEFGRID3
* xyz 1 1
O -5.314 -2.257 4.249
C -0.672 -9.133 0.748
C -4.103 -1.540 1.150
C 6.520 -3.856 -4.075
H 2.989 5.474 -6.931
Cl -1.298 3.499 -0.311
C -3.518 -1.955 5.923
C -1.852 -0.390 0.743
C -3.236 -0.286 1.260
H -1.489 -9.497 1.370
H -6.846 1.126 2.498
P -5.604 -0.932 3.422
O 0.178 -6.029 1.045
C -3.848 2.202 -1.000
H 0.948 0.214 1.312
O 2.085 7.388 1.068
O 3.458 4.221 -5.411
F 3.386 9.907 1.539
F -2.855 -5.494 2.490
H -0.264 -9.967 0.179
H -7.667 1.275 5.380
C 1.588 5.212 0.087
H -4.721 1.573 -1.192
C -1.162 -8.057 -0.193
H 1.073 0.671 -0.335
C -1.017 -6.082 1.077
H -3.932 3.112 -1.581
C -1.862 -4.999 1.771
H 0.237 6.568 1.074
F 4.707 2.099 -4.402
O 2.942 4.782 -3.289
C 3.595 2.521 -3.805
C 1.085 6.605 0.391
H -2.808 0.313 -1.353
F 4.346 8.101 2.254
C 3.012 7.939 0.293
F 3.729 2.336 -2.492
H 0.352 -1.570 -1.045
H -3.876 2.420 0.068
O -1.808 -6.978 0.534
C 7.688 -3.961 -5.074
C -5.529 -1.310 1.655
O 5.729 -4.733 -3.889
C 3.979 8.770 1.156
C -2.597 1.384 -1.388
H -8.503 0.656 2.830
O 2.909 -1.431 -0.166
C 2.438 -2.032 0.757
C 3.298 3.999 -4.120
H -6.023 -0.548 1.053
O -4.684 0.160 3.797
H 4.982 -2.717 -0.509
H -1.699 -2.412 0.375
H 2.426 5.238 -0.610
H -6.098 -2.228 1.483
H -4.174 -1.811 0.088
H -3.124 -0.031 2.323
H 5.827 -4.076 -1.260
O 6.523 -2.658 -3.510
C 4.349 6.487 -5.605
H -0.461 1.650 -1.355
H -0.356 -7.654 -0.806
H 4.533 6.599 -4.537
H 6.718 -2.618 -0.845
F 5.073 9.077 0.470
H 5.377 -1.320 -2.512
H 1.937 4.724 1.000
C 0.429 0.139 0.358
F -1.111 -4.236 2.566
H -3.414 -2.731 6.679
H -8.259 2.542 4.227
F 2.577 1.749 -4.225
H -6.554 2.243 4.445
H 0.685 -3.273 0.884
C 0.951 -2.214 0.965
H 4.518 -2.782 -2.975
H -3.247 -2.177 3.785
C 0.145 -1.318 -0.009
F 7.892 -5.225 -5.425
H 2.703 -2.949 2.412
H -2.416 1.611 -2.441
C 5.457 -2.403 -2.575
F 8.819 -3.481 -4.552
C -7.531 1.756 4.415
H -3.747 0.565 0.815
C -3.929 -2.513 4.566
H -3.633 -2.396 1.629
C 5.762 -2.989 -1.215
O 3.093 7.852 -0.895
H 5.255 6.087 -6.059
H 4.150 7.472 -6.025
C -0.973 0.822 0.627
I -0.896 1.861 2.502
H -1.925 -8.447 -0.861
H 0.673 -1.917 1.980
H -3.836 -3.599 4.592
F -2.409 -4.161 0.840
C 3.178 5.566 -5.864
H 0.759 7.120 -0.512
H 0.796 4.604 -0.356
H 0.106 -8.754 1.411
C -1.283 1.741 -0.656
N -1.281 -1.483 0.385
H -4.233 -1.219 6.284
F 7.406 -3.257 -6.178
C -7.512 0.743 3.274
H -2.560 -1.439 5.851
O -7.124 -0.571 3.735
O 3.235 -2.609 1.681
H 2.266 5.931 -5.394
*
```

=====

Entry 5:
A cluster of 6 separate species, C32H49N2O21P2 in total at a distorted geometry, computed with wB97M-V/def2-TZVPD.

Summary:
- electronic energy (Eh) = -3621.07657
- LUMO level (eV) = 1.58

```
! RIJCOSX wB97M-V def2-TZVPD def2/J DEFGRID3
* xyz -1 1
H 0.095 -2.516 -1.043
H 7.653 1.772 -1.449
H 1.532 1.489 -0.436
C -5.309 0.306 0.901
O -2.614 2.653 -3.417
C -0.202 -3.563 -1.134
C 5.961 0.415 -1.674
O 2.173 -2.676 -5.119
H 2.224 1.331 5.025
O 1.180 0.998 -6.984
C 7.426 0.705 -1.420
H 0.424 -4.093 -1.845
O 1.304 1.051 -4.737
O 5.930 0.308 -3.111
C 1.161 -0.013 0.873
H -8.528 -1.761 0.660
C -5.992 0.246 -0.299
O 0.092 -0.740 1.353
C 1.840 0.476 2.159
H -1.330 4.231 -3.023
C -1.300 0.071 3.615
H 2.587 -0.682 -4.747
O 4.053 1.547 0.723
H 2.604 1.369 7.417
H -2.994 4.466 -0.784
C -3.429 1.944 -2.596
H -0.866 0.849 2.990
H 0.778 -4.294 0.687
C -7.626 -1.165 0.712
O 0.937 2.542 7.717
H 5.301 1.203 -1.333
H -0.833 -1.821 4.496
H -2.472 -0.401 1.891
H 0.136 0.720 -0.725
H 4.980 -2.547 -5.208
H -3.047 4.654 -3.202
O 2.397 3.036 2.011
H -2.743 -1.508 3.240
C -5.761 -0.364 2.026
H 1.596 2.993 5.017
O -3.550 2.567 -1.400
C 4.294 -2.017 -4.544
C 0.156 1.344 -7.922
H -7.999 -1.196 3.506
O 3.764 -2.950 -3.588
O 2.050 -0.674 2.903
H -1.234 -3.580 -1.497
C -0.098 1.994 7.020
C -5.033 -0.323 3.361
C 2.106 -3.777 4.587
C 2.572 -3.396 -4.045
H -0.148 3.437 -7.390
H 1.502 -2.446 1.642
H -1.617 0.568 4.536
C -0.219 -4.190 0.268
H -5.695 0.131 4.108
H 3.750 2.286 0.182
H 2.657 -4.371 5.276
H -1.696 3.253 -0.828
H 7.791 0.285 -0.488
O -0.352 2.117 -5.824
H -5.593 0.773 -1.152
C -1.131 -3.366 1.202
C 0.765 1.362 -5.747
C 1.650 2.064 5.588
H -0.656 -5.185 0.151
O 7.428 -0.332 -4.660
C -2.589 3.622 -1.336
C 2.148 2.271 7.004
H -1.588 -2.541 0.641
O 0.323 1.581 5.809
O -7.421 -1.783 3.010
C -6.935 -1.097 1.903
H 0.599 1.659 -8.863
C 3.041 -1.541 -5.248
C -2.347 3.916 -2.805
H -3.788 1.171 2.793
H -7.692 -0.566 -1.340
O 8.064 0.071 -2.538
C 1.525 -2.980 3.877
H 3.193 -1.305 -6.298
H 2.840 3.104 7.104
H -0.472 0.469 -8.092
O -1.206 1.905 7.433
H 1.723 2.927 1.320
H 0.444 -0.621 4.695
H -4.900 -1.357 3.680
H -1.645 2.480 -7.401
H 5.640 -0.531 -1.238
C -0.579 2.454 -7.194
P 3.257 1.635 2.201
H 4.817 -1.210 -4.044
P 0.680 -1.831 2.618
H -4.402 0.894 0.955
H -1.972 -4.017 1.470
C -0.296 -1.011 4.000
O -3.950 0.917 -2.873
C -2.589 -0.462 2.979
C 7.170 -0.017 -3.543
H 1.912 -0.639 0.360
H 1.064 1.110 2.630
C -7.157 -0.488 -0.403
O -0.605 -2.956 2.434
O 1.945 -4.284 -3.570
N 0.717 1.090 0.020
N -3.753 0.350 3.380
*
```